# 1
DFT (ωB97M-V with the def2-TZVPD basis set) results for an isolated molecule of C6H10 at a distorted geometry.

Calculated values
ΔE to the lowest compared entry with this formula, charge and spin = 38.8 kcal per mole
orbital gap = 9.111 eV
energy = -234.54073 a.u.
SMILES = C=C/C(C)=C/C
multiplicity = 1
LUMO level = 0.9442 eV

Geometry as XYZ:
```
16
Properties=species:S:1:pos:R:3:forces:R:3
C -1.041404 -1.344686 -0.216160 -1.078 2.123 -0.578
C -0.134098 -0.104917 -0.333679 -0.340 -1.602 2.254
C 0.304559 0.458342 0.814482 0.937 -1.019 -0.703
C -0.171767 0.214530 2.218250 -0.876 -0.798 -0.484
C 1.333853 1.063686 -1.956312 -0.740 -0.734 -0.959
C 0.251425 0.322800 -1.657024 1.113 1.029 -0.187
H -2.074796 -1.033620 0.012199 0.175 -0.061 0.084
H -0.736237 -1.984525 0.599967 0.252 -0.500 -0.368
H -1.125378 -1.738354 -1.224261 0.255 -0.897 0.208
H 1.266272 0.967388 0.755656 -0.532 0.952 -0.052
H 0.581204 -0.192631 2.876644 0.706 0.621 0.272
H -0.944869 -0.559807 2.353073 -0.140 0.405 -0.634
H -0.604735 1.159605 2.546980 0.240 -0.064 0.576
H 2.270089 1.063037 -1.415303 -0.286 0.505 0.461
H 1.271803 1.585055 -2.907150 0.620 -0.259 -0.094
H -0.445920 0.124097 -2.467362 -0.307 0.299 0.201
```
Forces are in eV/Å.

---

# 2
DFT (ωB97M-V with the def2-TZVPD basis set) results for a cluster of 3 separate species, C24H49BrClIN7O7P2 in total at a distorted geometry.

Calculated values
orbital gap = 5.110 eV
energy = -5868.16773 a.u.
multiplicity = 1
LUMO level = -4.5681 eV
charge = +1

Geometry as XYZ:
```
92
Properties=species:S:1:pos:R:3:forces:R:3
C -3.791677 -0.627831 -3.868882 -0.083 0.028 0.154
C -2.994637 -1.903314 -4.184640 0.055 0.742 0.211
O -3.232049 -2.376591 -5.489954 -0.006 -0.514 0.129
C -3.340754 -3.009280 -3.166823 -0.448 0.870 -0.186
N -2.170434 -3.771919 -2.680719 0.006 -0.407 -0.128
C -1.343454 -3.183966 -1.789357 0.147 0.427 0.216
Br -1.642322 -1.435575 -1.206160 -0.186 -0.060 -0.051
C -0.239689 -3.855583 -1.297199 0.167 -0.070 0.022
Cl 0.811123 -3.076879 -0.192321 0.086 -0.063 -0.012
C 0.023050 -5.154967 -1.712327 -0.397 0.084 0.044
C 1.219491 -5.898777 -1.157114 0.685 -0.371 0.049
O 2.117674 -6.272126 -1.851705 -0.348 0.281 0.062
O 1.216939 -6.155959 0.162357 -0.354 0.111 -0.286
C -0.825063 -5.766060 -2.637436 0.208 -0.066 0.036
C -0.510254 -7.176625 -3.069416 0.565 0.043 0.364
C -0.807650 -8.227705 -1.988931 -0.217 -0.764 -0.889
C -2.281854 -8.360421 -1.697244 -0.381 0.478 0.664
O -2.956065 -7.409354 -1.401931 0.080 0.082 0.020
O -2.806402 -9.611300 -1.761742 0.786 -0.244 -0.055
C -1.909957 -5.035079 -3.108471 -0.381 -0.318 -0.518
I -3.155205 -5.910900 -4.540776 0.054 0.136 0.081
H -4.686667 -0.820140 -3.276472 -0.104 -0.079 -0.135
H -4.102372 -0.110462 -4.775644 0.056 -0.039 -0.073
H -3.184886 0.074686 -3.301525 0.022 0.015 0.001
H -1.936750 -1.640588 -4.066054 0.092 -0.189 -0.181
H -3.564893 -1.659875 -6.035411 0.050 0.060 -0.054
H -3.816995 -2.544696 -2.308833 0.209 -0.153 0.222
H -4.089405 -3.644055 -3.622597 0.230 -0.348 0.071
H 0.421297 -5.796180 0.578577 0.058 -0.002 0.167
H -0.968426 -7.453862 -4.011244 -0.211 0.099 0.054
H 0.564774 -7.216345 -3.238205 0.004 0.032 -0.119
H -0.275943 -8.051245 -1.053765 -0.081 0.147 0.056
H -0.450913 -9.185764 -2.365185 0.091 -0.003 0.057
H -3.057430 -9.920686 -0.882264 -0.454 0.102 -0.056
O 1.107110 2.189810 2.861192 -1.773 1.609 2.291
P 1.374496 1.255617 3.996407 3.339 -4.279 -2.066
N 3.032224 1.478402 4.279063 0.170 0.160 -0.587
C 3.954907 0.488698 4.794261 -0.125 -0.237 0.502
C 3.346488 2.805203 4.802632 -0.316 0.296 -0.063
N 1.066898 -0.256695 3.147460 0.368 -0.153 0.007
C 2.166357 -1.023923 2.584378 0.227 0.017 0.107
C 0.025905 -0.116749 2.135673 -0.168 0.105 0.054
N 0.944796 0.615123 5.563058 -1.931 2.455 0.098
C 0.863750 -0.814040 5.808689 0.153 -0.409 -0.200
C -0.273951 1.272089 6.088455 0.155 0.255 0.030
H 3.839191 0.310639 5.873478 -0.011 0.005 -0.014
H 4.975046 0.837902 4.625962 -0.044 0.143 0.014
H 3.882768 -0.459660 4.274459 -0.103 0.039 0.069
H 3.084685 2.896716 5.866386 0.121 -0.008 0.015
H 2.803966 3.573156 4.250295 -0.045 -0.065 -0.018
H 4.408921 3.018167 4.685775 0.027 -0.129 -0.002
H 2.864365 -0.411778 1.996764 0.007 -0.031 -0.008
H 1.764873 -1.794763 1.924747 -0.087 0.039 0.027
H 2.728478 -1.557433 3.350022 -0.047 0.004 -0.014
H 0.399611 0.327040 1.203986 -0.031 0.055 0.001
H -0.795183 0.502970 2.496000 0.023 0.017 -0.025
H -0.388570 -1.103926 1.906081 0.070 -0.050 0.077
H 0.091514 -1.317397 5.221575 0.033 0.018 -0.030
H 0.632287 -0.951381 6.867114 0.034 0.181 0.026
H 1.820596 -1.306112 5.640245 -0.016 0.039 -0.187
H -1.172914 0.981260 5.530881 -0.042 -0.040 0.103
H -0.171957 2.358460 6.024955 -0.014 -0.032 -0.040
H -0.420136 1.025101 7.139441 0.061 -0.069 -0.005
O -1.021742 4.552200 -3.072104 -1.761 -2.272 1.744
P -0.307998 4.790320 -1.782223 4.219 4.019 -1.046
N -0.785939 6.375985 -1.391637 -0.028 0.220 -0.562
C -0.016439 7.336895 -0.631541 0.176 -0.134 0.507
C -2.205067 6.481935 -1.080452 -0.239 -0.345 -0.127
N 1.344722 4.731447 -2.363870 0.053 0.375 0.023
C 2.061147 5.958588 -2.683382 0.043 0.229 0.184
C 1.509320 3.790343 -3.469874 -0.122 -0.173 -0.005
N 0.109366 4.266533 -0.167527 -2.354 -2.162 -0.407
C 1.467759 4.300967 0.344584 0.631 0.246 -0.099
C -0.465189 2.932965 0.099722 -0.382 0.093 0.007
H 0.000007 7.120817 0.447554 0.001 -0.012 -0.017
H -0.459061 8.326312 -0.762696 -0.135 -0.061 -0.014
H 1.004303 7.425058 -0.985526 -0.048 -0.117 0.056
H -2.434085 6.094344 -0.075635 -0.011 0.125 0.024
H -2.797491 5.923203 -1.805817 0.075 -0.033 -0.013
H -2.531065 7.521019 -1.134498 0.119 0.040 0.030
H 1.479244 6.639965 -3.317965 0.057 0.018 -0.011
H 2.990829 5.719709 -3.202195 -0.083 -0.142 -0.089
H 2.371439 6.492698 -1.785142 -0.041 -0.046 -0.013
H 1.188162 4.207131 -4.430853 -0.063 -0.046 -0.003
H 0.940764 2.876388 -3.296252 -0.025 0.026 -0.016
H 2.562200 3.508977 -3.550860 0.034 0.085 0.079
H 2.152532 3.649735 -0.206329 -0.007 0.060 -0.064
H 1.454671 3.964693 1.382078 -0.302 -0.042 -0.027
H 1.877330 5.310501 0.361525 -0.061 0.029 -0.277
H 0.038430 2.150703 -0.490069 0.013 -0.067 0.105
H -1.529903 2.924579 -0.160132 0.058 0.008 -0.080
H -0.388315 2.675417 1.153989 0.149 0.097 0.016
```
Forces are in eV/Å.

---

# 3
DFT (ωB97M-V with the def2-TZVPD basis set) results for a cluster of 4 separate species, C20H34N5O in total at a distorted geometry.

Calculated values
orbital gap = 6.337 eV
energy = -1131.03832 a.u.
multiplicity = 1
LUMO level = -3.5179 eV
charge = +1

Geometry as XYZ:
```
60
Properties=species:S:1:pos:R:3:forces:R:3
C -0.942103 1.159934 -4.799780 -0.272 -0.577 0.677
O 0.452718 1.679800 -4.746248 -1.599 -0.335 2.261
C 0.619443 2.137658 -3.357068 0.924 2.333 0.262
C 2.227483 2.379170 -2.970454 -0.153 0.126 -1.731
C 3.095367 1.005563 -2.850039 -0.953 -0.891 -0.297
C 2.983188 0.228355 -1.386363 1.419 -0.893 -1.480
C 1.495359 -0.444806 -1.118330 1.917 -2.163 -1.554
N 0.737516 0.145901 0.045549 -1.805 -0.016 -0.615
C 0.995444 1.622563 0.237554 0.351 2.488 1.870
C 2.584805 1.945233 0.432777 -0.191 1.237 1.394
N 3.547677 1.002302 -0.224486 -0.969 0.882 -0.855
H -1.612145 1.803358 -4.072979 1.129 -1.245 -1.641
H -1.403061 1.171515 -5.879919 1.290 -0.020 2.150
H -0.873442 0.054778 -4.355556 -0.631 2.291 -1.050
H 0.143210 3.231808 -3.316371 0.823 -2.258 0.095
H 0.043011 1.512037 -2.554086 1.041 0.684 -1.670
H 2.664293 2.970018 -3.912375 -1.009 -1.234 2.088
H 2.307762 3.122182 -2.071645 -0.140 -1.588 -1.543
H 4.230789 1.129927 -3.193761 -2.480 -0.120 1.133
H 2.631934 0.236157 -3.636616 1.006 1.678 1.503
H 3.709118 -0.713857 -1.516317 -1.677 2.013 0.299
H 0.900534 -0.448726 -2.142809 0.951 0.387 2.497
H 1.654983 -1.598776 -0.856541 -0.339 2.601 -0.520
H 0.853802 -0.425344 0.935502 0.177 1.177 -1.307
H -0.296412 0.056559 -0.193763 1.402 0.004 0.577
H 0.465993 1.917896 1.266250 1.094 -0.656 -2.333
H 0.501647 2.319069 -0.574447 0.994 -2.057 1.292
H 2.786338 3.072830 0.100189 -0.744 -2.378 0.729
H 2.789355 1.915965 1.608119 -0.420 0.058 -2.523
H 4.363070 1.602368 -0.548485 -1.347 -1.383 0.377
N -0.692200 -2.165231 2.489774 0.099 -0.032 -0.310
C -1.685833 -3.035474 2.855705 -0.201 -0.130 0.091
C -2.497979 -2.395979 3.765465 0.139 -0.333 -0.260
C -1.979261 -1.092125 3.950235 0.281 0.330 -0.116
C -0.866047 -0.975752 3.148272 -0.104 0.234 0.094
H 0.052271 -2.368561 1.835516 -0.294 -0.218 0.407
H -1.728900 -4.033135 2.439735 -0.012 0.170 0.117
H -3.370523 -2.822077 4.243416 0.184 0.073 -0.088
H -2.375517 -0.320867 4.598020 0.037 -0.130 -0.131
H -0.183799 -0.150982 2.991243 -0.035 -0.022 0.196
N -1.309120 0.975977 7.190219 0.090 0.010 -0.082
C -2.576897 1.492282 7.121605 -0.132 0.045 0.036
C -2.834820 2.146212 8.305688 -0.182 -0.069 -0.379
C -1.679715 2.025051 9.114573 0.388 -0.142 0.008
C -0.752317 1.300354 8.399953 0.030 0.029 0.136
H -0.855104 0.440279 6.461846 -0.179 0.167 0.332
H -3.185924 1.349189 6.239094 0.036 0.048 0.180
H -3.755020 2.656504 8.558989 0.159 -0.098 -0.059
H -1.539256 2.424088 10.110828 -0.013 -0.083 -0.184
H 0.252985 0.987443 8.648587 -0.192 0.058 -0.001
N -0.398862 -2.272082 -5.500525 0.110 0.057 -0.032
C -0.733914 -3.193556 -4.542837 -0.106 -0.097 0.064
C -1.471124 -4.187060 -5.147546 0.135 0.086 0.388
C -1.579467 -3.856101 -6.519394 0.109 0.280 -0.256
C -0.905782 -2.670469 -6.710081 -0.089 -0.036 -0.090
H 0.139059 -1.430344 -5.340064 -0.142 -0.393 -0.207
H -0.421267 -3.062973 -3.515505 -0.056 -0.084 -0.133
H -1.885040 -5.056878 -4.654172 0.082 0.152 -0.084
H -2.093026 -4.422073 -7.285824 0.108 0.115 0.137
H -0.745279 -2.077101 -7.600316 -0.042 -0.135 0.140
```
Forces are in eV/Å.